[1]
The following is a DFT calculation (ωB97M-V/def2-TZVPD) of C19H39N6OsSSi as an isolated structure.

```
67
Properties=species:S:1:pos:R:3:mulliken_spin:R:1
Os 0.476 1.105 0.006 2.20
C 1.000 3.698 -2.397 0.01
C 1.296 4.104 -0.940 -0.01
N 0.487 3.412 0.088 0.15
C 0.888 3.782 1.467 -0.03
C 0.324 2.793 2.472 0.03
N 0.633 1.373 2.110 0.06
C 1.872 0.796 2.710 0.01
C 3.193 1.442 2.308 -0.01
C 3.540 1.594 0.814 0.02
N 2.670 0.848 -0.144 0.04
C 3.072 1.155 -1.552 0.00
C 2.013 0.671 -2.522 0.01
N 0.658 1.138 -2.110 0.03
C 0.195 2.437 -2.700 0.02
H 1.947 3.677 -2.940 0.00
H 0.427 4.494 -2.874 0.00
H 1.178 5.185 -0.837 0.01
H 2.337 3.896 -0.695 0.00
H -0.495 3.649 -0.039 0.00
H 0.550 4.789 1.722 0.00
H 1.977 3.798 1.500 0.00
H -0.764 2.875 2.494 0.00
H 0.695 3.017 3.474 0.00
H -0.131 0.816 2.488 0.01
H 1.862 -0.262 2.444 0.00
H 1.793 0.856 3.798 0.00
H 3.960 0.838 2.792 0.00
H 3.277 2.425 2.774 0.00
H 4.576 1.294 0.647 0.00
H 3.478 2.639 0.520 0.00
H 2.827 -0.148 0.005 -0.02
H 4.037 0.701 -1.784 0.00
H 3.200 2.233 -1.623 0.00
H 1.986 -0.420 -2.533 0.00
H 2.246 1.006 -3.535 0.00
H -0.006 0.449 -2.457 0.01
H -0.835 2.548 -2.359 0.00
H 0.165 2.323 -3.786 0.00
C -4.936 -0.838 1.113 0.01
Si -4.566 0.632 0.038 0.00
C -5.182 2.232 0.749 0.01
C -5.049 0.380 -1.738 0.01
C -2.669 0.773 0.026 0.63
C -1.430 0.865 0.017 -0.20
H -6.017 -0.983 1.168 0.00
H -4.570 -0.698 2.131 0.00
H -4.499 -1.752 0.706 0.00
H -6.274 2.214 0.788 0.00
H -4.892 3.087 0.136 0.00
H -4.822 2.391 1.766 0.00
H -6.133 0.261 -1.804 0.00
H -4.592 -0.515 -2.161 0.00
H -4.777 1.237 -2.356 0.00
C 2.271 -6.915 -0.794 0.00
N 0.974 -7.101 -0.136 0.09
C 0.396 -8.284 0.128 0.15
C -0.821 -8.032 0.744 0.17
N -0.935 -6.699 0.828 0.07
C 0.164 -6.074 0.291 -0.10
S 0.431 -4.447 0.192 0.61
H 2.724 -7.892 -0.932 0.00
H 2.905 -6.297 -0.165 0.00
H 2.119 -6.437 -1.758 0.00
H 0.853 -9.227 -0.122 0.01
H -1.568 -8.719 1.106 0.01
H -1.711 -6.191 1.231 -0.01
```

As for the charge: +3. Its total energy is -1853.3077 Ha. The maximum force comes out at 0.2 eV/Å. The energy above the lowest of the compared OMol25 structures with the same formula, charge and spin comes out at 16.6 kJ/mol. The value obtained for the LUMO energy (alpha / beta) is -7.0 / -10.6 eV. As for the multiplicity: 5.



[2]
The following is a DFT calculation (ωB97M-V/def2-TZVPD) of a 2-piece molecular cluster, C4H8O4 overall in a non-equilibrium geometry.

```
16
Properties=species:S:1:pos:R:3:mulliken_charge:R:1
O -1.968 -1.116 -2.215 -0.77
C -1.248 -1.149 -1.180 0.35
O -1.082 -2.203 -0.495 -0.78
C -0.686 0.252 -0.703 -0.27
C 0.755 0.568 -0.270 -0.32
C 1.099 2.025 0.345 -0.41
O 2.415 2.151 0.592 -0.94
H -1.258 0.362 0.247 0.10
H -1.007 0.776 -1.611 0.28
H 1.344 0.273 -1.161 0.33
H 0.991 -0.206 0.482 0.06
H 0.773 2.768 -0.409 0.20
H 0.562 1.945 1.334 0.13
H 0.030 -1.454 1.982 0.29
H -0.521 -2.623 1.073 0.48
O -0.198 -2.368 1.989 -0.73
```

As for the charge: -2. Its total energy is -458.1129 Ha. The maximum force comes out at 2.7 eV/Å. The energy above the lowest of the compared OMol25 structures with the same formula, charge and spin comes out at 84.0 kJ/mol. The value obtained for the LUMO energy is 6.7 eV.



[3]
The following is a DFT calculation (ωB97M-V/def2-TZVPD) of C13H23AuI2OP2 as an isolated structure in a non-equilibrium geometry.

```
42
Properties=species:S:1:pos:R:3:mulliken_spin:R:1
I -3.336 0.372 -1.082 0.95
I -0.165 0.673 -3.312 0.73
Au 0.139 0.664 -0.492 0.03
P -0.455 -1.629 -1.072 0.10
C -1.054 -2.506 0.404 0.02
C -1.643 -2.189 -2.358 0.04
H -1.640 -3.289 -2.343 0.00
H 0.755 -3.614 -1.729 0.01
H -1.364 -1.800 -3.346 0.00
H 1.562 -2.129 -2.320 -0.01
H -1.955 -2.014 0.785 0.00
H -2.668 -1.838 -2.136 -0.01
C 1.047 -2.587 -1.468 0.00
H -1.283 -3.538 0.111 0.01
H 1.720 -2.600 -0.601 0.00
H -0.278 -2.518 1.176 0.00
P -0.533 2.967 -1.111 0.11
C -1.011 3.887 0.384 0.03
C 0.851 3.963 -1.747 0.01
H -1.770 2.923 -3.220 0.00
H -2.015 4.471 -2.334 0.00
H -2.855 2.969 -1.807 0.01
C -1.926 3.379 -2.232 0.01
H 1.178 3.559 -2.715 -0.01
H 0.527 5.008 -1.862 0.00
H -1.218 4.942 0.154 0.01
H -0.202 3.813 1.117 0.00
H 1.674 3.911 -1.021 0.00
H -1.906 3.417 0.799 0.00
C 0.403 0.576 1.569 -0.01
O -0.114 1.469 2.209 0.00
C 2.225 -2.853 3.353 0.00
C 1.133 -2.220 3.964 0.00
C 0.601 -1.081 3.376 0.00
C 1.130 -0.587 2.178 -0.01
C 2.261 -1.179 1.601 0.00
C 2.798 -2.332 2.180 0.00
H 2.584 -3.795 3.775 0.00
H 0.690 -2.563 4.902 0.00
H -0.262 -0.589 3.832 0.00
H 2.717 -0.694 0.732 0.00
H 3.656 -2.819 1.708 0.00
```

As for the charge: +2. Its total energy is -1997.5441 Ha. The maximum force comes out at 3.6 eV/Å. The energy above the lowest of the compared OMol25 structures with the same formula, charge and spin comes out at 17.4 kJ/mol. The value obtained for the LUMO energy (alpha / beta) is -8.7 / -10.8 eV. As for the multiplicity: 3.



[4]
The following is a DFT calculation (ωB97M-V/def2-TZVPD) of a 2-piece molecular cluster, C11H15N overall in a non-equilibrium geometry.

```
27
Properties=species:S:1:pos:R:3:mulliken_spin:R:1
C 1.062 -1.469 1.668 0.00
C 2.467 -1.232 1.395 0.00
H 0.785 -2.303 1.034 0.00
H 0.731 -1.801 2.690 0.00
H 0.585 -0.513 1.581 0.00
H 2.731 -1.401 0.386 0.00
H 3.016 -1.829 2.140 0.00
H 2.829 -0.266 1.586 0.00
C -2.496 1.696 1.307 0.02
C 0.334 0.502 -0.823 -0.02
C -0.822 0.147 -0.140 0.02
C -1.300 1.310 0.606 0.19
C -0.291 2.278 0.436 0.18
C 1.119 -0.177 -1.737 0.10
C 0.483 -1.443 -2.027 0.06
C -1.367 -1.064 -0.287 0.18
C -0.688 -1.854 -1.367 -0.01
N 0.753 1.768 -0.365 0.23
H 1.791 1.845 -0.097 0.00
H 2.096 0.198 -2.208 0.00
H -0.354 3.302 0.723 0.01
H 0.960 -2.107 -2.837 0.00
H -2.120 -1.703 0.293 -0.01
H -2.376 1.472 2.464 0.04
H -3.227 0.876 0.943 0.00
H -0.931 -2.861 -1.295 0.00
H -2.781 2.562 0.973 0.01
```

As for the charge: +1. Its total energy is -482.5166 Ha. The maximum force comes out at 8.9 eV/Å. The energy above the lowest of the compared OMol25 structures with the same formula, charge and spin comes out at 314.7 kJ/mol. The value obtained for the LUMO energy (alpha / beta) is -3.9 / -7.1 eV. As for the multiplicity: 2.



[5]
The following is a DFT calculation (ωB97M-V/def2-TZVPD) of a 2-piece molecular cluster, C4H12N2O2 overall in a non-equilibrium geometry.

```
20
Properties=species:S:1:pos:R:3:mulliken_charge:R:1
C -0.369 0.995 2.166 -0.15
N 0.750 1.205 1.425 -0.15
C 0.936 -1.139 0.529 -1.30
C 0.954 0.373 0.247 0.28
C 0.027 0.748 -0.904 -0.94
N 0.220 -0.128 -2.033 -0.45
O -1.273 0.244 1.881 -0.47
H -0.401 1.664 3.047 0.37
H 1.386 1.956 1.615 0.24
H 0.784 -1.451 1.556 0.39
H 1.825 -1.651 0.153 0.37
H 0.165 -1.610 -0.083 0.33
H 1.942 0.595 -0.072 0.52
H -1.014 0.762 -0.586 0.35
H 0.282 1.797 -1.097 0.29
H 1.170 -0.429 -2.214 0.20
H -0.088 0.275 -2.910 0.22
H -2.564 -1.615 -1.651 0.34
H -2.003 -1.026 -0.366 0.28
O -2.727 -1.562 -0.703 -0.69
```

Its total energy is -419.5947 Ha. The maximum force comes out at 1.3 eV/Å. The SMILES is C[C@@H](CN)NC=O.O. The energy above the lowest of the compared OMol25 structures with the same formula, charge and spin comes out at 141.2 kJ/mol. The value obtained for the LUMO energy is 0.6 eV.



[6]
The following is a DFT calculation (ωB97M-V/def2-TZVPD) of C30H21F12GaN4O2 as an isolated structure.

```
70
Properties=species:S:1:pos:R:3:mulliken_charge:R:1
Ga 0.178 -0.145 0.694 0.39
C 4.624 5.010 0.810 -1.62
C 3.410 4.141 0.612 0.57
C 2.137 4.580 0.967 -1.13
C 1.040 3.764 0.798 -0.20
C 1.151 2.477 0.252 -0.64
N 0.009 1.672 0.157 1.44
C -1.165 2.201 -0.384 0.35
C -1.086 3.233 -1.331 -0.14
C -2.208 3.806 -1.891 -1.15
C -3.480 3.366 -1.551 0.63
C -4.719 3.964 -2.164 -1.65
C -3.567 2.319 -0.648 -1.13
C -2.452 1.714 -0.069 -0.42
C -2.633 0.551 0.913 1.53
O -1.663 -0.420 0.841 -0.79
C -2.692 1.134 2.356 0.40
F -3.650 2.052 2.513 -0.30
F -1.524 1.722 2.673 -0.17
F -2.898 0.176 3.284 -0.30
C -3.945 -0.258 0.661 0.47
F -4.051 -0.583 -0.632 -0.24
F -3.937 -1.406 1.356 -0.23
F -5.074 0.383 1.018 -0.27
C 2.433 2.013 -0.094 0.02
C 3.528 2.864 0.091 -0.74
C 2.614 0.608 -0.692 1.28
O 1.837 -0.373 -0.122 -0.93
C 2.313 0.667 -2.217 0.28
F 2.578 -0.504 -2.822 -0.28
F 3.023 1.616 -2.842 -0.29
F 1.018 0.929 -2.431 -0.19
C 4.064 0.062 -0.490 0.43
F 4.429 0.198 0.797 -0.23
F 4.139 -1.240 -0.778 -0.25
F 4.996 0.675 -1.244 -0.27
H 4.371 6.067 0.721 0.41
H 5.394 4.782 0.073 0.40
H 5.060 4.857 1.800 0.27
H 2.006 5.572 1.386 0.37
H 0.055 4.109 1.085 0.59
H -0.107 3.583 -1.629 0.49
H -2.089 4.605 -2.615 0.36
H -4.522 4.966 -2.546 0.39
H -5.526 4.034 -1.433 0.38
H -5.081 3.357 -2.996 0.30
H -4.556 1.971 -0.388 0.56
H 4.517 2.536 -0.191 0.51
N -0.622 -2.201 2.968 0.22
C 0.051 -1.114 3.487 0.71
C 0.085 -0.955 4.877 -1.15
C 0.779 0.101 5.413 -0.46
C 1.454 0.983 4.571 -1.10
C 1.360 0.779 3.220 0.20
N 0.651 -0.233 2.684 0.60
C -0.428 -2.872 1.769 0.78
C -0.850 -4.199 1.672 -1.03
C -0.608 -4.885 0.504 -0.41
C 0.070 -4.256 -0.536 -0.90
C 0.439 -2.944 -0.369 -0.23
N 0.168 -2.255 0.752 -0.05
H -1.174 -2.705 3.641 0.30
H -0.423 -1.671 5.509 0.44
H 0.811 0.235 6.486 0.43
H 2.025 1.814 4.956 0.50
H 1.837 1.442 2.507 0.27
H -1.345 -4.672 2.509 0.41
H -0.930 -5.913 0.408 0.43
H 0.295 -4.770 -1.458 0.46
H 0.964 -2.381 -1.129 0.32
```

Its total energy is -4648.7187 Ha. The maximum force comes out at 0.2 eV/Å. The value obtained for the LUMO energy is -0.2 eV.



[7]
The following is a DFT calculation (ωB97M-V/def2-TZVPD) of C9H11F4InN2O16PS4 as an isolated structure in a non-equilibrium geometry.

```
48
Properties=species:S:1:pos:R:3:mulliken_spin:R:1
In -0.056 -1.522 -0.354 0.01
N -1.377 -2.290 2.030 0.39
S -2.213 -1.849 3.210 -0.09
O -1.464 -0.997 4.102 0.44
O -3.267 -2.678 3.799 0.22
F -3.062 -0.624 2.505 0.00
S -0.806 -3.707 2.736 -0.02
O -1.403 -4.977 2.244 0.05
O -0.287 -3.632 4.138 0.01
F 0.518 -3.573 1.839 0.00
N -2.626 -0.862 -1.542 0.00
S -3.027 -0.953 -3.237 0.00
O -2.832 0.263 -3.999 0.00
O -3.965 -1.979 -3.588 0.00
F -1.645 -1.671 -3.625 0.00
S -4.010 -0.361 -1.157 0.00
O -5.066 -1.249 -0.682 0.00
O -4.374 0.923 -1.759 0.00
F -3.454 0.244 0.229 0.00
C 4.123 -0.056 -3.221 0.02
C 2.934 -0.624 -2.579 0.00
C 2.009 -1.682 -3.473 0.00
O 0.979 -2.196 -2.962 -0.02
C 2.346 -1.889 -4.860 0.00
C 3.377 -1.240 -5.401 -0.01
C 4.245 -0.312 -4.517 0.00
O 5.298 0.257 -5.040 -0.01
O 3.673 -1.375 -6.659 0.01
O 2.674 -0.546 -1.401 0.00
H 4.831 0.377 -2.530 0.00
H 1.783 -2.586 -5.464 0.00
C 0.905 2.772 4.273 0.00
O 0.435 1.763 3.332 0.00
P 0.051 2.171 1.805 0.00
O -0.555 1.110 0.982 0.00
O -0.906 3.447 2.072 0.00
C -2.212 3.084 2.514 0.00
O 1.478 2.823 1.248 0.00
C 2.593 2.111 0.973 0.00
H 1.287 3.650 3.751 0.00
H 1.809 2.322 4.684 0.00
H 0.092 3.038 4.947 0.00
H -2.129 2.659 3.514 0.00
H -2.744 2.578 1.708 0.00
H -2.765 4.016 2.627 0.00
H 2.661 1.057 1.240 0.00
H 3.354 2.520 1.638 0.00
H 2.789 2.248 -0.091 0.00
```

Its total energy is -4186.2017 Ha. The maximum force comes out at 10.5 eV/Å. The value obtained for the LUMO energy (alpha / beta) is -6.0 / -6.5 eV. As for the multiplicity: 2.



[8]
The following is a DFT calculation (ωB97M-V/def2-TZVPD) of a 2-piece molecular cluster, CH2Cl2O3 overall in a non-equilibrium geometry.

```
8
Properties=species:S:1:pos:R:3:mulliken_charge:R:1
C -1.341 -0.135 -0.061 0.63
O -0.846 0.902 0.484 -0.32
O -0.937 -1.080 -0.672 -0.46
O 1.888 -0.261 0.339 -0.50
Cl -3.137 0.098 -0.023 -0.20
Cl 3.055 0.596 -0.594 0.07
H 0.061 0.718 0.602 0.38
H 1.256 -0.838 -0.076 0.40
```

Its total energy is -1185.3470 Ha. The maximum force comes out at 4.8 eV/Å. The SMILES is O=C(O)Cl.OCl. The energy above the lowest of the compared OMol25 structures with the same formula, charge and spin comes out at 52.4 kJ/mol. The value obtained for the LUMO energy is -0.8 eV.